[1]
A structure of composition C22H51BrFN3O6S in a non-equilibrium geometry, computed with ωB97M-V with the def2-TZVPD basis set.

multiplicity = 1
HOMO-LUMO gap = 6.59 eV
E_tot = -123980.930 eV

Each line ends with the Mulliken charge.
Atoms and positions in Å:
C 1.9876 3.2876 2.1512  -0.840
C 2.3621 3.9238 0.6878  0.260
C 1.5195 5.2671 0.2735  -0.234
C 1.2435 6.3228 1.4969  -0.168
C 0.2225 7.4884 0.8686  -0.882
C -1.3500 7.0255 0.8381  0.075
C -1.9901 6.6730 2.3112  -0.819
C -2.1095 5.0396 2.5744  0.059
C -3.5129 4.3816 2.0122  -0.561
C -3.3151 3.5608 0.5850  -0.484
N -3.5561 4.5294 -0.5891  -0.207
Br -5.4297 4.7538 -0.8432  0.072
S -2.8603 3.7948 -2.0505  1.082
O -3.3239 4.5695 -3.3179  -0.525
O -3.2294 2.2676 -2.1282  -0.513
F -1.1130 3.8479 -1.9934  -0.246
H 2.9592 3.3299 2.8068  0.224
H 1.7416 2.1322 1.9794  0.098
H 1.0402 3.7410 2.6670  0.294
H 3.5239 4.0916 0.6009  0.338
H 2.0794 3.0930 -0.1213  -0.389
H 2.1852 5.8509 -0.5247  0.340
H 0.5053 5.0181 -0.3046  -0.216
H 2.2158 6.9043 1.8574  0.283
H 0.6824 5.8792 2.4228  0.104
H 0.5640 7.5950 -0.2701  0.329
H 0.3761 8.5416 1.3551  0.333
H -1.9689 7.9521 0.4114  0.320
H -1.5124 6.1619 0.0379  -0.244
H -3.0199 7.1907 2.5197  0.370
H -1.2448 7.0728 3.1425  0.305
H -1.1351 4.5304 2.1452  -0.269
H -2.1140 4.8867 3.7502  0.370
H -4.4075 5.1626 1.9770  0.234
H -3.8607 3.5600 2.8048  0.311
H -4.1257 2.6944 0.5068  0.389
H -2.2047 3.1388 0.5895  0.346
C 4.1578 0.5870 0.7303  -0.951
O 3.0260 0.6667 -0.1266  -0.109
C 3.3778 0.9032 -1.4959  -0.863
C 3.0400 -0.3267 -2.3538  -0.253
N 3.9391 -1.4451 -2.0523  -0.303
C 3.5151 -2.7160 -2.6502  -1.107
C 2.1834 -3.3165 -2.1571  -0.209
O 2.2140 -3.7478 -0.7950  -0.416
C 1.9262 -2.7277 0.1520  -0.676
H 3.8003 0.5326 1.7619  0.258
H 4.7395 -0.3135 0.5209  0.383
H 4.7898 1.4747 0.6277  0.358
H 4.4285 1.1965 -1.6098  0.421
H 2.7628 1.7432 -1.8360  0.412
H 3.1341 -0.0637 -3.4129  0.420
H 1.9983 -0.5949 -2.1553  0.150
H 3.9879 -1.5685 -1.0428  0.090
H 4.3105 -3.4402 -2.4374  0.396
H 3.4785 -2.6024 -3.7403  0.441
H 2.0004 -4.2212 -2.7489  0.391
H 1.3272 -2.6603 -2.3438  0.340
H 1.2269 -1.9807 -0.2350  0.303
H 2.8502 -2.2527 0.4835  0.218
H 1.4734 -3.1991 1.0296  0.391
C -3.7320 -4.7571 -1.3267  -0.701
O -2.6143 -5.4106 -1.9145  -0.385
C -1.3672 -4.7805 -1.5947  -0.755
C -0.5201 -5.6979 -0.6983  -0.040
N -1.0990 -5.8068 0.6445  -0.361
C -0.4836 -6.8557 1.4651  -0.666
C -0.6569 -8.3128 0.9914  -0.548
O -2.0042 -8.7849 1.0579  -0.427
C -2.7910 -8.4824 -0.0864  -0.530
H -4.6415 -5.2198 -1.7188  0.246
H -3.7253 -4.8794 -0.2413  0.303
H -3.7438 -3.6935 -1.5848  0.332
H -1.5061 -3.7918 -1.1408  0.414
H -0.8378 -4.6361 -2.5426  0.269
H 0.4937 -5.2905 -0.6221  0.347
H -0.4638 -6.6770 -1.1830  0.146
H -2.0933 -6.0094 0.5615  0.095
H -0.9291 -6.7709 2.4634  0.401
H 0.5850 -6.6378 1.5795  0.361
H -0.0882 -8.9452 1.6834  0.367
H -0.2249 -8.4913 0.0014  0.358
H -2.2001 -8.4538 -1.0066  0.274
H -3.3183 -7.5392 0.0601  0.177
H -3.5503 -9.2634 -0.1906  0.297

Cartesian forces (eV/Å) of the 2 atoms listed first:
0.364 -1.213 -0.587
-0.838 -0.688 -0.743



[2]
A structure of composition C31H36BrClN9O8PbS2, computed with ωB97M-V with the def2-TZVPD basis set.

multiplicity = 1
energy above the lowest of the compared OMol25 structures with the same formula, charge and spin = 0.00 kcal/mol
total charge = +1
HOMO-LUMO gap = 8.07 eV
E_tot = -171991.742 eV

Each line ends with the natural charge from an NBO analysis.
Atoms and positions in Å:
Pb 0.5537 -0.6950 -0.6068  1.456
O 3.8503 2.1825 -0.8956  -0.775
Cl 3.3656 0.8988 -1.2476  2.563
O 4.2752 0.1387 -2.0287  -0.781
O 3.0136 0.1448 -0.0322  -0.939
O 2.0911 1.0290 -1.9922  -0.936
C -4.5721 3.1285 0.1742  -0.620
C -4.4572 2.4183 -1.1696  -0.234
N -3.0527 2.0913 -1.4692  -0.549
C -2.1022 2.8580 -1.9065  0.380
S -0.4064 2.2172 -1.8047  0.631
N -2.1640 4.0925 -2.3812  -0.543
C -3.3367 4.9013 -2.7476  -0.229
C -3.9205 4.4922 -4.0944  -0.626
H -5.6199 3.3098 0.4138  0.238
H -4.0463 4.0863 0.1641  0.206
H -4.1374 2.5137 0.9643  0.225
H -4.8979 3.0047 -1.9704  0.212
H -4.9833 1.4669 -1.1393  0.239
H -2.8213 1.1092 -1.2325  0.457
H -1.2721 4.4637 -2.6694  0.431
H -2.9948 5.9330 -2.7815  0.229
H -4.0855 4.8341 -1.9644  0.212
H -3.2027 4.6567 -4.8990  0.224
H -4.8086 5.0880 -4.3058  0.239
H -4.2033 3.4370 -4.0988  0.217
O -1.7919 -1.0284 -0.1245  -0.631
N -2.6603 -0.6089 -0.9620  -0.006
C -3.2278 -1.4513 -1.7710  -0.119
C -2.8825 -2.8448 -1.8049  0.260
N -2.5353 -3.9412 -1.8000  -0.279
C -4.2027 -0.9147 -2.6781  0.258
N -4.9874 -0.4479 -3.3785  -0.293
C 3.6605 -6.7492 -1.0591  -0.644
C 2.9610 -5.4417 -0.8316  0.053
C 1.6598 -5.2216 -1.2716  -0.245
C 1.0486 -4.0088 -1.0207  0.046
N 1.6600 -3.0117 -0.3710  -0.578
C 2.9174 -3.2121 0.0516  0.036
C 3.5888 -4.3983 -0.1539  -0.197
H 3.0564 -7.4233 -1.6632  0.227
H 3.8689 -7.2341 -0.1038  0.238
H 4.6175 -6.5924 -1.5587  0.238
H 1.1177 -5.9880 -1.8121  0.234
H 0.0278 -3.8326 -1.3435  0.221
H 3.3951 -2.3865 0.5685  0.228
H 4.6029 -4.5081 0.2111  0.225
C -1.1551 1.4561 6.0427  -0.615
C -1.6908 1.2467 4.6282  -0.408
C -1.2874 -0.1016 4.0375  -0.220
N 0.1646 -0.2585 3.8778  -0.562
C 0.8639 0.1497 2.8296  0.373
S 0.1456 1.0420 1.5602  -0.335
N 2.1880 -0.1587 2.7057  -0.666
C 3.0770 -0.8763 3.5524  0.671
O 3.9632 -1.5044 3.0374  -0.515
C 2.9025 -0.7505 5.0241  -0.137
C 2.6903 0.4990 5.6049  -0.216
C 2.6172 0.6101 6.9839  -0.208
C 2.7367 -0.5228 7.7795  -0.174
C 2.9539 -1.7666 7.2003  -0.207
C 3.0581 -1.8795 5.8230  -0.177
H -1.5317 2.3894 6.4624  0.226
H -0.0643 1.5068 6.0444  0.203
H -1.4612 0.6417 6.7049  0.207
H -1.3283 2.0385 3.9704  0.213
H -2.7823 1.2907 4.6322  0.216
H -1.7423 -0.2358 3.0591  0.236
H -1.6179 -0.9056 4.6944  0.212
H 0.6640 -0.7024 4.6341  0.427
H 2.5878 0.0599 1.7986  0.466
H 2.6074 1.3805 4.9780  0.229
H 2.4728 1.5810 7.4408  0.230
H 2.6709 -0.4329 8.8565  0.229
H 3.0585 -2.6447 7.8242  0.231
H 3.2546 -2.8358 5.3532  0.235
Br 2.9008 -1.4582 -7.6915  0.113
C 1.6088 -0.2352 -7.0802  -0.136
C 1.0045 0.6464 -7.9695  0.047
N 0.0975 1.5400 -7.5857  -0.384
C -0.2446 1.5831 -6.3045  0.069
C 0.2964 0.7236 -5.3578  -0.207
C 1.2492 -0.2076 -5.7504  -0.139
C -0.1567 0.7289 -3.9497  0.832
O -0.2661 1.9989 -3.4600  -0.641
O -0.4234 -0.2565 -3.3173  -0.582
H 1.2576 0.6259 -9.0233  0.219
H -1.0002 2.3127 -6.0268  0.200
H 1.7013 -0.8736 -5.0259  0.248

Cartesian forces (eV/Å) of the 2 atoms listed first:
0.120 -0.117 -0.315
-0.012 -0.127 -0.009



[3]
A structure of composition C2H4O3Y in a non-equilibrium geometry, computed with ωB97M-V with the def2-TZVPD basis set.

multiplicity = 2
⟨S²⟩ = 0.750
energy above the lowest of the compared OMol25 structures with the same formula, charge and spin = 65.79 kcal/mol
total charge = +2
HOMO-LUMO gap (spin up / spin down) = 6.73 / 8.60 eV
E_tot = -9303.930 eV

Each line ends with the Mulliken spin population.
Atoms and positions in Å:
O -1.1888 1.3604 0.1547  0.016
C -0.7715 0.2019 -0.2562  -0.022
Y 2.5313 0.5949 0.3322  1.080
O -1.6328 -0.6998 -0.6036  0.001
O 0.4245 0.0951 -0.5504  -0.076
H -0.4089 1.9868 0.0365  -0.001
C -1.5728 -1.9973 0.0065  0.003
H -1.2262 -1.9244 1.0422  -0.001
H -2.6052 -2.3535 0.0208  0.000
H -0.9598 -2.6627 -0.6093  0.001

Cartesian forces (eV/Å) of the 2 atoms listed first:
0.557 0.649 -0.015
-2.177 0.233 -1.756



The lowest E_tot belongs to which entry? C31H36BrClN9O8PbS2



E_tot of number 2 (C31H36BrClN9O8PbS2)? -171991.742 eV



What is the formula in the third record? C2H4O3Y



Among the records above, which one has the highest multiplicity? C2H4O3Y